Arrangement 1

# C6H11N

A single C6H11N molecule (ωB97M-V with the def2-TZVPD basis set, the Open Molecules 2025 dataset).

Calculated values
SMILES = [H]/N=C(\C)CCC=C
Total charge = 0
HOMO-LUMO gap = 10.72 eV
Highest occupied orbital energy = -9.662 eV

The geometry in XYZ format:
```
18
C6H11N ωB97M-V with the def2-TZVPD basis set
H 1.264 1.236 -2.495
N 0.999 1.571 -1.563
C 1.045 0.607 -0.699
C 1.421 -0.794 -1.106
C 0.644 0.865 0.737
C -0.870 0.920 0.929
C -1.613 -0.248 0.346
C -1.687 -1.461 0.909
H 0.519 -1.353 -1.365
H 1.933 -1.299 -0.283
H 2.087 -0.774 -1.973
H 1.082 1.822 1.047
H 1.083 0.091 1.376
H -1.266 1.837 0.473
H -1.092 0.999 2.001
H -2.115 -0.073 -0.604
H -2.238 -2.261 0.423
H -1.197 -1.685 1.850
```

=====

Arrangement 2

# C6H11N

A single C6H11N molecule (ωB97M-V with the def2-TZVPD basis set, the Open Molecules 2025 dataset).

Calculated values
SMILES = CC(C)[C@@H](C)C#N
Total charge = 0
HOMO-LUMO gap = 11.98 eV
Highest occupied orbital energy = -10.998 eV

The geometry in XYZ format:
```
18
C6H11N ωB97M-V with the def2-TZVPD basis set
C -1.267 0.249 1.486
C -0.046 -0.159 0.656
C -0.190 -1.604 0.111
C 0.214 0.884 -0.485
C 1.672 0.938 -0.954
C -0.621 0.398 -1.587
N -1.150 -0.444 -2.179
H -1.178 1.270 1.878
H -1.398 -0.421 2.343
H -2.177 0.198 0.878
H 0.842 -0.090 1.306
H -0.836 -1.699 -0.815
H -0.677 -2.236 0.854
H 0.798 -2.022 -0.120
H -0.097 1.883 -0.155
H 1.781 1.625 -1.798
H 2.323 1.282 -0.144
H 2.007 -0.053 -1.276
```

=====

Arrangement 3

# C6H11N

A molecular structure, C6H11N (ωB97M-V with the def2-TZVPD basis set, the Open Molecules 2025 dataset).

Calculated values
Total charge = 0
HOMO-LUMO gap = 9.45 eV
Highest occupied orbital energy = -8.372 eV

The geometry in XYZ format:
```
18
C6H11N ωB97M-V with the def2-TZVPD basis set
C -1.281 0.193 -0.033
C 0.430 -0.816 0.193
C 0.760 0.578 -0.420
C -2.697 0.093 0.236
C 0.840 -0.941 1.629
C 1.543 0.683 -1.741
N -0.603 1.146 -0.443
H 0.734 -1.617 -0.540
H 1.356 1.240 0.217
H -3.281 0.275 -0.622
H -2.983 0.869 0.949
H -3.038 -0.897 0.721
H 0.582 0.033 2.166
H 1.945 -1.177 1.852
H 0.261 -1.718 2.128
H 2.625 0.280 -1.757
H 1.864 1.666 -2.094
H 0.944 0.109 -2.442
```

=====

Arrangement 4

# C6H11N

2 unconnected molecules or ions with the total composition C6H11N (ωB97M-V with the def2-TZVPD basis set, the Open Molecules 2025 dataset).

Calculated values
Total charge = 0
HOMO-LUMO gap = 9.90 eV
Highest occupied orbital energy = -9.674 eV

The geometry in XYZ format:
```
18
C6H11N ωB97M-V with the def2-TZVPD basis set
C -0.779 -1.975 -0.082
C -0.540 -0.749 -0.956
C -0.050 0.497 -0.182
C 0.135 1.712 -1.104
C 1.543 0.246 1.296
C -0.869 0.805 0.991
N -1.250 1.005 2.071
H 0.138 -2.247 0.446
H -1.085 -2.832 -0.689
H -1.562 -1.798 0.666
H -1.466 -0.544 -1.537
H 0.228 -0.952 -1.705
H -0.744 1.965 -1.731
H 0.375 2.606 -0.523
H 0.958 1.489 -1.782
H 1.401 1.293 1.555
H 0.945 -0.520 1.788
H 2.620 -0.001 1.478
```

=====

Which of them is the most stable? Correct choice: arrangement 2.

=====

Arrangement 1

# C6H11N

A single C6H11N molecule (ωB97M-V with the def2-TZVPD basis set, the Open Molecules 2025 dataset).

Calculated values
SMILES = C/C=C/C(C)=C/N
Total charge = 0
HOMO-LUMO gap = 8.77 eV
Highest occupied orbital energy = -7.789 eV

The geometry in XYZ format:
```
18
C6H11N ωB97M-V with the def2-TZVPD basis set
C 0.587 0.415 3.046
C -0.077 -0.002 1.746
C 0.529 0.199 0.569
C -0.195 -0.087 -0.705
C -0.688 -1.461 -1.019
C -0.259 0.893 -1.610
N -0.490 0.804 -3.023
H 1.118 -0.444 3.472
H -0.128 0.748 3.787
H 1.379 1.108 2.759
H -0.828 -0.785 1.821
H 1.327 0.934 0.572
H 0.151 -2.146 -1.084
H -1.293 -1.450 -1.922
H -1.317 -1.903 -0.239
H 0.143 1.868 -1.346
H 0.212 1.406 -3.445
H -0.173 -0.096 -3.380
```

=====

Arrangement 2

# C6H11N

A single C6H11N molecule (ωB97M-V with the def2-TZVPD basis set, the Open Molecules 2025 dataset).

Calculated values
SMILES = C=N/C=C/CCC
Total charge = 0
HOMO-LUMO gap = 9.47 eV
Highest occupied orbital energy = -8.377 eV

The geometry in XYZ format:
```
18
C6H11N ωB97M-V with the def2-TZVPD basis set
C -1.788 2.318 1.517
N -0.795 2.349 0.745
C -0.770 1.518 -0.401
C -0.576 0.179 -0.255
C 0.116 -0.549 -1.370
C 1.484 -1.015 -0.742
C 1.254 -1.897 0.482
H -2.731 1.747 1.466
H -1.806 2.897 2.441
H -1.029 1.978 -1.351
H -1.039 -0.240 0.634
H -0.424 -1.423 -1.769
H 0.221 0.183 -2.170
H 2.162 -1.445 -1.489
H 1.952 -0.124 -0.327
H 2.084 -2.599 0.605
H 0.368 -2.528 0.548
H 1.317 -1.349 1.434
```

=====

Which of them is the most stable? Correct choice: arrangement 1.

=====

Arrangement 1

# C6H11N

2 unconnected molecules or ions with the total composition C6H11N (ωB97M-V with the def2-TZVPD basis set, the Open Molecules 2025 dataset).

Calculated values
SMILES = CC=C=N.C=CC
Total charge = 0
HOMO-LUMO gap = 9.68 eV
Highest occupied orbital energy = -8.651 eV

The geometry in XYZ format:
```
18
C6H11N ωB97M-V with the def2-TZVPD basis set
C -2.945 -0.555 -1.178
C -2.414 0.335 -0.083
C -1.614 -0.085 0.868
N -0.918 -0.503 1.793
H -2.748 -0.123 -2.166
H -2.480 -1.545 -1.142
H -4.029 -0.691 -1.087
H -2.708 1.381 -0.059
H 0.081 -0.429 1.579
C 1.183 0.233 -0.858
C 2.004 -0.371 -0.001
C 3.063 0.321 0.808
H 1.229 1.307 -1.028
H 0.435 -0.319 -1.421
H 1.925 -1.452 0.131
H 2.913 0.159 1.883
H 4.057 -0.070 0.564
H 3.063 1.400 0.621
```

=====

Arrangement 2

# C6H11N

A molecular structure, C6H11N (ωB97M-V with the def2-TZVPD basis set, the Open Molecules 2025 dataset).

Calculated values
Total charge = 0
HOMO-LUMO gap = 10.29 eV
Highest occupied orbital energy = -9.291 eV

The geometry in XYZ format:
```
18
C6H11N ωB97M-V with the def2-TZVPD basis set
C -0.999 0.881 -1.489
C -0.557 0.363 -0.115
C -1.135 -1.047 0.181
C 1.014 0.375 -0.009
C 1.528 0.513 1.428
C 1.408 -0.951 -0.516
N 0.911 -2.005 -0.606
H -0.588 1.875 -1.711
H -2.091 0.954 -1.558
H -0.658 0.194 -2.271
H -0.877 1.100 0.651
H -0.468 -2.109 -0.362
H -2.108 -1.176 -0.282
H -1.198 -1.215 1.267
H 1.427 1.183 -0.620
H 2.616 0.405 1.457
H 1.265 1.494 1.834
H 1.094 -0.259 2.071
```

=====

Arrangement 3

# C6H11N

A single C6H11N molecule (ωB97M-V with the def2-TZVPD basis set, the Open Molecules 2025 dataset).

Calculated values
Total charge = 0
HOMO-LUMO gap = 9.04 eV
Highest occupied orbital energy = -8.067 eV

The geometry in XYZ format:
```
18
C6H11N ωB97M-V with the def2-TZVPD basis set
C -1.458 0.777 1.089
C -0.437 -0.216 0.530
C -0.947 -0.864 -0.722
C 0.876 0.516 0.120
C 2.101 -0.409 0.123
C 0.679 1.050 -1.307
N -0.257 0.290 -1.786
H -1.051 1.292 1.965
H -2.388 0.278 1.386
H -1.712 1.540 0.342
H -0.175 -0.959 1.283
H -0.935 0.109 -2.480
H -2.061 -0.954 -0.770
H -0.529 -1.856 -0.960
H 1.063 1.343 0.818
H 2.996 0.119 -0.221
H 2.292 -0.790 1.132
H 1.942 -1.266 -0.542
```

=====

Arrangement 4

# C6H11N

2 unconnected molecules or ions with the total composition C6H11N (ωB97M-V with the def2-TZVPD basis set, the Open Molecules 2025 dataset).

Calculated values
SMILES = C=C=CN.C=CC
Total charge = 0
HOMO-LUMO gap = 8.65 eV
Highest occupied orbital energy = -7.814 eV

The geometry in XYZ format:
```
18
C6H11N ωB97M-V with the def2-TZVPD basis set
C 0.166 -3.021 -0.168
C 0.374 -1.749 -0.313
C 0.659 -0.538 -0.826
N -0.041 -0.040 -1.964
H -0.475 -3.419 0.611
H 0.549 -3.757 -0.869
H 1.662 -0.150 -0.661
H 0.485 0.648 -2.486
H -0.384 -0.780 -2.563
C 0.652 2.331 0.644
C 0.243 1.081 0.934
C -1.307 0.833 1.167
H 0.288 2.883 -0.208
H 1.386 2.807 1.277
H 0.781 0.524 1.695
H -1.580 -0.217 1.073
H -1.907 1.422 0.476
H -1.552 1.141 2.183
```

=====

Which of them is the most stable? Correct choice: arrangement 1.

=====

Arrangement 1

# C6H11N

A single C6H11N molecule (ωB97M-V with the def2-TZVPD basis set, the Open Molecules 2025 dataset).

Calculated values
SMILES = C/C=C/C=C/NC
Total charge = 0
HOMO-LUMO gap = 10.05 eV
Highest occupied orbital energy = -8.816 eV

The geometry in XYZ format:
```
18
C6H11N ωB97M-V with the def2-TZVPD basis set
C -0.169 0.231 3.709
C 0.178 0.562 2.287
C -0.238 -0.107 1.216
C -0.228 0.414 -0.174
C 0.423 -0.241 -1.131
N 0.468 0.196 -2.486
C -0.203 -0.617 -3.487
H -0.796 -0.650 3.792
H 0.799 0.039 4.189
H -0.562 1.117 4.198
H 0.596 1.518 2.061
H -0.986 -0.892 1.336
H -0.457 1.439 -0.466
H 0.977 -1.149 -0.889
H 1.427 0.391 -2.743
H -0.220 0.011 -4.380
H -1.259 -0.697 -3.240
H 0.250 -1.565 -3.791
```

=====

Arrangement 2

# C6H11N

A single C6H11N molecule (ωB97M-V with the def2-TZVPD basis set, the Open Molecules 2025 dataset).

Calculated values
SMILES = C1C[C@H]2CNC[C@H]12
Total charge = 0
HOMO-LUMO gap = 9.71 eV
Highest occupied orbital energy = -8.562 eV

The geometry in XYZ format:
```
18
C6H11N ωB97M-V with the def2-TZVPD basis set
C -1.619 -0.784 -0.138
C -1.945 0.632 0.032
C -0.353 0.867 -0.209
C 1.143 1.239 0.174
N 1.903 -0.064 -0.165
C 1.161 -1.198 0.030
C -0.294 -0.645 0.372
H -2.047 -0.978 -1.238
H -2.225 -1.346 0.568
H -2.664 0.914 -0.874
H -2.224 1.013 1.090
H -0.194 0.430 -1.141
H 1.286 1.627 1.245
H 1.431 2.072 -0.606
H 2.495 0.130 -0.847
H 0.938 -1.902 -0.911
H 1.602 -1.744 0.804
H -0.283 -0.433 1.493
```

=====

Which of them is the most stable? Correct choice: arrangement 1.

=====

Arrangement 1

# C6H11N

A single C6H11N molecule (ωB97M-V with the def2-TZVPD basis set, the Open Molecules 2025 dataset).

Calculated values
SMILES = C=C/C=C/CCN
Total charge = 0
HOMO-LUMO gap = 9.90 eV
Highest occupied orbital energy = -8.797 eV

The geometry in XYZ format:
```
18
C6H11N ωB97M-V with the def2-TZVPD basis set
C -0.701 3.449 -0.723
C -1.138 2.311 -0.229
C -0.291 1.251 0.325
C -0.690 0.002 0.508
C 0.065 -1.237 0.861
C 0.444 -2.263 -0.150
N 1.795 -2.387 -0.742
H 0.357 3.741 -0.844
H -1.324 4.338 -0.848
H -2.227 2.025 -0.182
H 0.551 1.692 0.828
H -1.647 -0.271 0.050
H 0.966 -0.767 1.366
H -0.435 -1.728 1.699
H -0.203 -1.947 -1.086
H -0.060 -3.213 0.054
H 2.450 -1.684 -0.430
H 2.087 -3.308 -0.457
```

=====

Arrangement 2

# C6H11N

A single C6H11N molecule (ωB97M-V with the def2-TZVPD basis set, the Open Molecules 2025 dataset).

Calculated values
SMILES = C/C=C/C(C)=C/N
Total charge = 0
HOMO-LUMO gap = 8.27 eV
Highest occupied orbital energy = -7.241 eV

The geometry in XYZ format:
```
18
C6H11N ωB97M-V with the def2-TZVPD basis set
C -1.910 0.458 -2.721
C -0.823 0.191 -1.709
C -0.926 0.371 -0.353
C 0.090 0.046 0.743
C -0.118 0.496 2.176
C 1.270 -0.578 0.483
N 2.352 -0.936 1.316
H -2.831 0.819 -2.149
H -2.004 -0.418 -3.316
H -1.519 1.238 -3.400
H 0.022 -0.250 -2.240
H -1.879 0.650 -0.001
H -0.932 1.263 2.218
H 0.823 1.163 2.473
H -0.203 -0.417 2.726
H 1.452 -0.859 -0.536
H 3.105 -1.688 1.067
H 2.004 -0.846 2.227
```

=====

Which of them is the most stable? Correct choice: arrangement 2.